# 1
The following is a DFT calculation (wB97M-V/def2-TZVPD) of a molecular structure, C16H14N2O2PdS3Sb in a non-equilibrium geometry.

Geometry as ORCA input:
```
! wB97M-V def2-TZVPD RIJCOSX def2/J DEFGRID3
* xyz 0 2
Pd 0.140 0.885 0.461
O 0.336 -0.139 2.602
C 0.983 -1.311 2.252
C 0.659 -2.474 3.110
C 1.577 -3.373 3.503
C 2.941 -3.219 3.080
C 3.370 -2.178 2.339
C 2.450 -1.135 1.981
C 2.890 -0.143 0.976
N 2.096 0.566 0.279
C 2.648 1.238 -0.912
C 1.950 2.555 -1.130
N 0.511 2.311 -0.975
C -0.300 3.293 -1.134
C -1.681 3.343 -0.712
C -2.374 4.540 -0.954
C -3.687 4.694 -0.575
C -4.325 3.624 0.063
C -3.670 2.439 0.321
C -2.327 2.271 -0.047
O -1.766 1.101 0.153
H -0.391 -2.572 3.352
H 1.290 -4.235 4.088
H 3.664 -3.970 3.373
H 4.409 -2.102 2.049
H 3.946 -0.181 0.720
H 2.452 0.574 -1.759
H 3.727 1.360 -0.811
H 2.179 2.960 -2.117
H 2.256 3.275 -0.368
H 0.088 4.204 -1.596
H -1.851 5.352 -1.448
H -4.211 5.621 -0.757
H -5.359 3.727 0.370
H -4.165 1.614 0.814
S 3.140 0.253 3.367
Sb 1.083 1.250 3.813
S 0.345 2.731 2.038
S 0.279 -1.819 0.600
*
```

Results
**Gap between HOMO and LUMO (spin up / spin down)**: 6.63 / 6.01 eV
**Expectation value of S²**: 0.772
**Relative energy (zero: lowest compared OMol25 entry of this formula, charge and spin)**: 39.3 kcal/mol

---

# 2
The following is a DFT calculation (wB97M-V/def2-TZVPD) of 18 unconnected molecules or ions with the total composition C28H68N18O39 in a non-equilibrium geometry.

Geometry as ORCA input:
```
! wB97M-V def2-TZVPD RIJCOSX def2/J DEFGRID3
* xyz 0 1
C 2.704 5.828 0.590
C 2.859 5.072 -0.751
C 2.569 3.573 -0.551
C 1.084 3.301 -0.426
N 0.894 1.817 -0.270
C -0.094 1.504 0.660
C -1.417 1.320 0.522
O -2.112 1.390 -0.597
C -3.450 1.918 -0.492
C -3.525 3.411 -0.853
C -3.843 4.317 0.346
O -4.641 3.575 -1.751
C -1.900 0.949 1.886
O -2.911 0.465 2.282
O -0.892 1.242 2.820
C 0.270 1.298 2.080
O 1.358 1.154 2.547
H 3.000 5.156 1.398
H 3.273 6.744 0.624
H 1.647 6.043 0.746
H 3.850 5.221 -1.165
H 2.081 5.434 -1.425
H 2.992 3.026 -1.392
H 3.110 3.238 0.340
H 0.601 3.587 -1.359
H 0.666 3.835 0.430
H 1.759 1.496 0.157
H -4.062 1.389 -1.215
H -3.916 1.762 0.478
H -2.643 3.758 -1.395
H -3.070 5.060 0.523
H -4.754 4.865 0.118
H -4.059 3.733 1.239
H -4.338 3.368 -2.642
C 3.250 10.521 -1.447
N 3.168 9.106 -0.988
O 3.863 8.289 -1.553
O 2.406 8.873 -0.073
H 3.963 10.576 -2.260
H 2.257 10.814 -1.773
H 3.571 11.119 -0.600
C 6.859 1.184 -2.183
N 5.607 1.978 -2.068
O 4.714 1.781 -2.866
O 5.564 2.786 -1.159
H 6.773 0.505 -3.022
H 7.669 1.886 -2.327
H 6.980 0.639 -1.254
C -6.422 -1.504 -0.815
N -6.295 -0.804 -2.120
O -7.172 -0.968 -2.941
O -5.318 -0.100 -2.268
H -7.339 -2.082 -0.823
H -5.556 -2.143 -0.697
H -6.448 -0.742 -0.042
C 9.585 2.384 1.266
N 9.974 1.443 0.180
O 10.835 0.624 0.414
O 9.387 1.563 -0.877
H 10.183 2.160 2.141
H 9.773 3.390 0.906
H 8.526 2.234 1.464
C -5.758 -0.845 3.755
N -5.737 -2.283 3.367
O -5.792 -3.114 4.249
O -5.661 -2.541 2.180
H -5.812 -0.784 4.837
H -4.836 -0.401 3.390
H -6.624 -0.389 3.282
C 0.753 -1.056 4.776
N 0.404 -1.852 5.986
O -0.740 -1.810 6.385
O 1.298 -2.497 6.496
H -0.136 -0.539 4.436
H 1.528 -0.352 5.058
H 1.114 -1.751 4.023
C -4.240 -2.880 7.692
N -4.921 -1.561 7.611
O -5.532 -1.167 8.576
O -4.813 -0.963 6.555
H -4.419 -3.297 8.676
H -4.663 -3.507 6.912
H -3.181 -2.710 7.520
C -3.766 2.358 5.621
N -4.809 2.989 4.764
O -5.893 2.448 4.712
O -4.497 4.000 4.171
H -4.190 1.470 6.079
H -2.927 2.107 4.978
H -3.477 3.089 6.370
C 6.947 -2.534 -5.835
N 7.203 -1.719 -4.612
O 8.353 -1.424 -4.356
O 6.241 -1.398 -3.941
H 7.890 -2.726 -6.311
H 6.465 -3.453 -5.519
H 6.293 -1.952 -6.476
C 4.490 0.551 3.182
N 5.683 1.393 2.885
O 5.887 2.357 3.589
O 6.376 1.048 1.948
H 3.973 0.974 4.034
H 3.856 0.559 2.301
H 4.850 -0.451 3.396
C -3.459 6.033 -4.989
N -3.436 4.564 -4.748
O -2.464 4.101 -4.183
O -4.395 3.930 -5.127
H -2.544 6.458 -4.595
H -3.533 6.185 -6.061
H -4.330 6.430 -4.477
C 7.069 -5.422 -9.676
N 6.938 -4.419 -8.584
O 5.887 -3.824 -8.478
O 7.908 -4.266 -7.871
H 6.136 -5.451 -10.227
H 7.895 -5.107 -10.307
H 7.285 -6.379 -9.212
C 2.604 -4.497 8.450
N 3.294 -5.799 8.669
O 3.802 -6.338 7.708
O 3.298 -6.234 9.802
H 2.680 -4.238 7.404
H 1.568 -4.622 8.747
H 3.099 -3.759 9.074
C 11.325 -5.173 -6.993
N 11.386 -5.352 -8.470
O 10.333 -5.435 -9.068
O 12.487 -5.398 -8.973
H 10.283 -5.148 -6.695
H 11.845 -6.012 -6.542
H 11.824 -4.238 -6.758
C -4.900 -5.699 0.042
N -5.792 -5.099 -0.986
O -6.914 -5.545 -1.099
O -5.339 -4.187 -1.651
H -5.443 -6.488 0.546
H -4.026 -6.087 -0.474
H -4.624 -4.907 0.732
C -9.269 -3.701 -2.893
N -10.553 -3.036 -2.546
O -11.540 -3.340 -3.183
O -10.526 -2.234 -1.634
H -9.445 -4.388 -3.712
H -8.565 -2.922 -3.175
H -8.927 -4.230 -2.008
C -11.557 -4.751 0.083
N -11.115 -6.122 0.460
O -10.620 -6.813 -0.407
O -11.281 -6.454 1.614
H -11.352 -4.605 -0.965
H -12.622 -4.685 0.281
H -11.002 -4.048 0.696
*
```

Results
**Gap between HOMO and LUMO**: 8.54 eV

---

# 3
The following is a DFT calculation (wB97M-V/def2-TZVPD) of a molecular structure, C71H72BBrF6NO23 in a non-equilibrium geometry.

Geometry as ORCA input:
```
! wB97M-V def2-TZVPD RIJCOSX def2/J DEFGRID3
* xyz 1 1
C -8.947 1.786 -2.526
C -8.923 0.306 -2.125
C -8.061 -0.569 -3.037
C -6.625 -0.036 -3.229
C -5.613 -1.172 -3.064
C -5.507 -1.607 -1.603
C -4.565 -0.727 -0.787
C -3.103 -0.839 -1.281
C -2.071 -1.269 -0.233
N -1.188 -0.181 0.332
B -0.454 -0.854 1.552
O -0.231 -2.205 1.595
O -0.129 -0.091 2.599
C -1.970 0.973 0.921
C -3.170 0.549 1.789
C -3.316 1.258 3.143
O -4.700 1.242 3.412
C -2.580 0.559 4.318
F -1.415 1.193 4.592
F -2.340 -0.752 4.101
F -3.331 0.637 5.445
C -2.369 1.975 -0.159
C -3.000 3.216 0.514
O -3.051 4.252 -0.467
C -4.268 4.422 -1.030
F -5.218 4.779 -0.142
F -4.704 3.282 -1.634
F -4.166 5.374 -1.975
O -1.270 2.441 -0.903
C -0.013 1.836 -0.702
C 0.850 2.529 0.370
C 0.559 4.000 0.417
C 1.658 4.805 0.925
O 1.304 4.774 -0.451
C -0.124 0.284 -0.633
Br 1.656 -0.344 -0.005
C -0.272 -0.200 -2.090
C 1.010 -0.307 -2.933
O 0.606 -0.389 -4.304
H -8.102 2.303 -2.090
H -9.868 2.257 -2.208
H -8.833 1.892 -3.598
H -9.944 -0.062 -2.176
H -8.529 0.186 -1.117
H -8.006 -1.550 -2.570
H -8.557 -0.720 -3.991
H -6.441 0.745 -2.498
H -6.563 0.377 -4.229
H -4.638 -0.894 -3.458
H -5.965 -2.013 -3.654
H -6.492 -1.528 -1.154
H -5.177 -2.639 -1.515
H -4.599 -1.101 0.231
H -4.908 0.304 -0.831
H -3.119 -1.632 -2.024
H -2.796 0.029 -1.849
H -2.577 -1.810 0.554
H -1.424 -2.008 -0.676
H -0.753 -2.567 2.322
H 0.035 -0.637 3.393
H -1.331 1.554 1.575
H -3.250 -0.514 1.984
H -4.070 0.822 1.255
H -2.973 2.287 3.128
H -4.984 2.090 3.756
H -3.173 1.584 -0.776
H -3.994 2.946 0.858
H -2.398 3.581 1.336
H 0.530 2.004 -1.624
H 1.886 2.552 0.071
H 0.699 2.147 1.374
H -0.439 4.318 0.650
H 2.543 4.241 1.158
H 1.348 5.701 1.432
H -0.774 -1.148 -2.234
H -0.871 0.548 -2.606
H 1.641 0.572 -2.833
H 1.531 -1.233 -2.747
H 0.186 0.440 -4.541
C 5.433 3.033 3.704
C 6.748 2.832 3.697
C 7.412 2.115 2.577
O 8.606 1.924 2.569
C 6.550 1.636 1.464
C 5.237 1.839 1.474
C 4.577 2.552 2.595
O 3.374 2.729 2.600
H 4.929 3.550 4.511
H 7.393 3.173 4.496
H 7.053 1.118 0.657
H 4.591 1.496 0.675
C 1.679 -4.059 4.796
C 2.900 -4.472 5.124
C 4.028 -3.510 5.257
O 5.137 -3.885 5.553
C 3.735 -2.076 5.011
C 2.513 -1.669 4.684
C 1.403 -2.629 4.554
O 0.277 -2.250 4.256
H 0.842 -4.738 4.694
H 3.131 -5.513 5.308
H 4.566 -1.392 5.117
H 2.278 -0.628 4.503
C -3.907 5.369 -4.866
C -4.677 4.461 -4.273
C -6.116 4.330 -4.616
O -6.823 3.511 -4.067
C -6.661 5.247 -5.647
C -5.891 6.155 -6.241
C -4.453 6.289 -5.899
O -3.748 7.112 -6.436
H -2.856 5.484 -4.630
H -4.301 3.783 -3.520
H -7.712 5.137 -5.878
H -6.271 6.836 -6.992
C 6.074 -4.921 -1.739
C 5.188 -4.023 -1.325
C 4.172 -3.467 -2.248
O 3.367 -2.641 -1.864
C 4.174 -3.949 -3.651
C 5.060 -4.849 -4.067
C 6.080 -5.406 -3.141
O 6.890 -6.226 -3.517
H 6.822 -5.335 -1.077
H 5.171 -3.658 -0.306
H 3.422 -3.528 -4.307
H 5.083 -5.215 -5.086
C -6.577 7.019 -4.301
C -5.738 7.579 -3.435
C -5.877 9.004 -3.042
O -5.112 9.513 -2.253
C -6.989 9.777 -3.652
C -7.827 9.214 -4.519
C -7.688 7.789 -4.912
O -8.449 7.272 -5.701
H -6.493 5.981 -4.602
H -4.925 7.030 -2.987
H -7.073 10.813 -3.352
H -8.642 9.760 -4.977
C 8.332 -9.452 -2.446
C 7.165 -9.088 -1.925
C 6.275 -10.074 -1.265
O 5.209 -9.739 -0.793
C 6.737 -11.483 -1.205
C 7.905 -11.848 -1.725
C 8.797 -10.861 -2.387
O 9.861 -11.193 -2.859
H 8.994 -8.747 -2.935
H 6.811 -8.068 -1.961
H 6.072 -12.186 -0.718
H 8.261 -12.870 -1.693
C 10.652 -1.724 0.672
C 9.512 -2.292 1.056
C 8.859 -3.341 0.236
O 7.814 -3.851 0.592
C 9.525 -3.737 -1.030
C 10.665 -3.171 -1.416
C 11.320 -2.119 -0.596
O 12.356 -1.604 -0.946
H 11.144 -0.956 1.255
H 9.010 -2.020 1.976
H 9.036 -4.507 -1.615
H 11.167 -3.445 -2.335
C -0.189 -1.007 7.603
C -1.216 -1.190 8.428
C -1.013 -1.299 9.897
O -1.946 -1.466 10.647
C 0.380 -1.194 10.405
C 1.405 -1.012 9.577
C 1.200 -0.904 8.113
O 2.137 -0.736 7.356
H -0.316 -0.926 6.530
H -2.237 -1.267 8.078
H 0.506 -1.275 11.477
H 2.427 -0.934 9.926
*
```

Results
**Gap between HOMO and LUMO**: 6.29 eV

---

# 4
The following is a DFT calculation (wB97M-V/def2-TZVPD) of a molecular structure, C34H28BCsF4N4O3S4.

Geometry as ORCA input:
```
! wB97M-V def2-TZVPD RIJCOSX def2/J DEFGRID3
* xyz -2 1
Cs -1.760 -2.942 -1.045
S -2.254 0.832 1.938
C -0.725 0.449 2.591
C 0.208 0.226 1.632
C -0.317 0.386 0.312
C -1.647 0.724 0.328
C -2.506 1.019 -0.832
C -3.481 2.015 -0.776
C -4.235 2.275 -1.901
C -3.996 1.544 -3.056
C -3.015 0.571 -3.016
N -2.284 0.304 -1.937
H -0.600 0.376 3.660
H 1.240 -0.034 1.820
H -3.640 2.557 0.145
H -5.011 3.030 -1.875
H -4.577 1.701 -3.955
H -2.805 -0.038 -3.889
S 3.395 -1.623 -1.191
C 3.346 0.014 -0.585
N 4.579 0.579 -0.148
C 4.574 1.973 0.257
C 3.253 2.363 0.923
N 2.127 2.069 0.068
C 1.708 3.138 -0.837
C 2.701 3.518 -1.913
C 3.356 4.744 -1.874
C 4.335 5.066 -2.805
C 4.677 4.151 -3.791
C 4.020 2.927 -3.848
C 3.034 2.615 -2.925
C 2.210 0.761 -0.497
S 0.668 0.147 -1.139
C 5.417 -0.283 0.674
C 4.912 -0.412 2.091
C 5.555 0.221 3.150
C 5.038 0.170 4.439
C 3.860 -0.520 4.683
C 3.211 -1.161 3.633
C 3.731 -1.111 2.348
H 4.744 2.610 -0.615
H 5.402 2.143 0.952
H 3.250 3.430 1.168
H 3.141 1.797 1.855
H 1.485 4.018 -0.227
H 0.774 2.811 -1.300
H 3.105 5.451 -1.089
H 4.838 6.026 -2.755
H 5.451 4.389 -4.511
H 4.284 2.202 -4.607
H 2.541 1.652 -2.970
H 6.430 0.133 0.685
H 5.438 -1.257 0.183
H 6.473 0.768 2.959
H 5.553 0.674 5.250
H 3.447 -0.557 5.684
H 2.290 -1.703 3.813
H 3.228 -1.607 1.523
O -3.523 -3.935 0.989
C -4.356 -3.058 0.777
N -4.091 -1.805 0.347
S -5.421 -0.965 0.046
O -5.603 -0.749 -1.372
O -5.545 0.201 0.889
C -6.576 -2.216 0.580
C -7.956 -2.210 0.638
C -8.581 -3.368 1.089
C -7.837 -4.487 1.461
C -6.448 -4.472 1.391
C -5.836 -3.315 0.949
H -8.525 -1.340 0.338
H -9.662 -3.404 1.148
H -8.348 -5.378 1.803
H -5.847 -5.331 1.659
F -2.493 -6.119 -2.455
B -1.202 -6.316 -1.919
F -0.403 -5.200 -2.287
F -1.286 -6.357 -0.517
F -0.639 -7.495 -2.417
*
```

Results
**Gap between HOMO and LUMO**: 5.26 eV
**Relative energy (zero: lowest compared OMol25 entry of this formula, charge and spin)**: 0.0 kcal/mol